(1)
{
  "formula": "H29O14",
  "method": "the ωB97M-V functional and the def2-TZVPD basis",
  "elements": ["O", "H", "O", "H", "H", "O", "H", "H", "O", "H", "H", "O", "H", "H", "O", "H", "H", "O", "H", "H", "O", "H", "H", "O", "H", "H", "O", "H", "H", "O", "H", "H", "O", "H", "H", "O", "H", "H", "O", "H", "H", "H", "H"],
  "positions_angstrom": [[-0.71, 1.02, -2.69], [2.33, 0.01, -0.22], [2.15, -1.43, 4.07], [1.73, -4.60, -1.10], [-0.57, 1.99, 1.26], [-3.33, -0.17, 1.23], [-2.23, 3.21, 3.36], [-2.57, -0.41, 1.77], [1.40, -3.93, -1.71], [2.57, -0.94, -3.75], [1.33, -4.26, -2.60], [-3.05, -0.24, -3.46], [-2.84, -1.08, -3.88], [-2.97, 0.39, -4.18], [1.71, 2.41, -0.24], [0.20, 1.33, 2.51], [-1.51, 3.55, 2.14], [-2.64, 2.28, 0.34], [-2.61, 1.79, -0.48], [2.34, -0.55, 4.41], [2.63, 0.29, -1.12], [2.05, -0.24, -1.83], [1.28, 2.13, 0.61], [1.91, -1.03, -3.08], [-1.50, 0.45, -2.67], [-0.90, 1.96, -2.72], [0.23, -1.13, -0.73], [-2.29, -2.13, 0.56], [-4.20, 0.04, 1.58], [-1.36, 3.05, 2.96], [2.18, 3.23, -0.15], [2.92, -0.37, 1.90], [3.18, 0.49, 1.54], [1.77, -1.91, -2.71], [2.94, 1.07, 2.28], [-1.59, -2.67, 0.93], [2.33, -2.08, 4.74], [-1.68, -3.49, 0.43], [0.15, 1.44, 1.57], [-0.50, -0.52, -0.86], [2.40, 1.30, -0.88], [-0.02, -1.89, -0.20], [-2.69, 1.64, 1.07]],
  "nbo_charge": [-0.99, 0.54, -0.96, 0.49, 0.51, -1.00, 0.48, 0.51, -0.97, 0.50, 0.48, -0.95, 0.48, 0.48, -0.96, 0.51, 0.48, -0.98, 0.48, 0.47, -0.86, 0.55, 0.52, -0.94, 0.50, 0.48, -1.00, 0.48, 0.51, -0.96, 0.50, 0.49, -0.95, 0.53, 0.47, -0.95, 0.49, 0.48, -0.97, 0.49, 0.54, 0.51, 0.49],
  "e_homo_ha": -0.5064,
  "mol_weight_g_mol": 253.2,
  "total_charge": 1,
  "multiplicity": 1,
  "e_tot_ha": -1070.51065,
  "e_above_lowest_kcal_mol": 58.6,
  "e_lumo_ev": -2.4
}



(2)
{
  "formula": "H2INS",
  "method": "the ωB97M-V functional and the def2-TZVPD basis",
  "elements": ["N", "S", "I", "H", "H"],
  "positions_angstrom": [[-0.96, -0.43, -0.75], [0.07, 0.70, -0.62], [2.22, -0.19, -0.22], [-1.05, -1.36, -0.30], [-0.27, 1.27, 1.89]],
  "nbo_charge": [-0.92, 0.62, -0.06, 0.40, -0.04],
  "e_homo_ha": [-0.3130, -0.3606],
  "mol_weight_g_mol": 175.0,
  "total_charge": 0,
  "multiplicity": 1,
  "e_tot_ha": -751.67873,
  "e_above_lowest_kcal_mol": 93.5,
  "e_lumo_ev": [-0.8, -1.1]
}



(3)
{
  "formula": "H2N2",
  "method": "the ωB97M-V functional and the def2-TZVPD basis",
  "elements": ["H", "N", "N", "H"],
  "positions_angstrom": [[0.96, 0.84, -0.03], [0.63, -0.11, 0.01], [-0.61, -0.12, -0.01], [-1.12, 0.77, 0.03]],
  "nbo_charge": [0.28, -0.27, -0.29, 0.29],
  "e_homo_ha": -0.3540,
  "mol_weight_g_mol": 30.0,
  "total_charge": 0,
  "multiplicity": 1,
  "e_tot_ha": -110.63854,
  "e_above_lowest_kcal_mol": 2.0,
  "e_lumo_ev": 0.7
}



(4)
{
  "formula": "H2N2O2",
  "method": "the ωB97M-V functional and the def2-TZVPD basis",
  "elements": ["N", "N", "O", "O", "H", "H"],
  "positions_angstrom": [[-0.69, 0.01, 0.04], [0.64, 0.09, 0.20], [1.18, 1.15, 0.10], [1.27, -0.97, 0.43], [-1.20, 0.59, -0.67], [-1.21, -0.87, -0.10]],
  "nbo_charge": [-0.65, 0.63, -0.36, -0.42, 0.40, 0.40],
  "e_homo_ha": -0.4036,
  "mol_weight_g_mol": 62.0,
  "total_charge": 0,
  "multiplicity": 1,
  "e_tot_ha": -261.06160,
  "e_above_lowest_kcal_mol": 39.9,
  "e_lumo_ev": 0.3
}



(5)
{
  "formula": "H2N2O2",
  "method": "the ωB97M-V functional and the def2-TZVPD basis",
  "elements": ["N", "N", "O", "O", "H", "H"],
  "positions_angstrom": [[-3.90, -0.89, 0.03], [-3.28, 0.02, 0.06], [-2.63, 0.96, -0.06], [0.12, -0.24, -0.34], [-0.79, -0.28, 0.06], [-0.12, 0.68, -0.63]],
  "nbo_charge": [-0.07, 0.43, -0.35, -0.91, 0.45, 0.46],
  "e_homo_ha": -0.4254,
  "mol_weight_g_mol": 62.0,
  "total_charge": 0,
  "multiplicity": 1,
  "e_tot_ha": -261.11700,
  "e_above_lowest_kcal_mol": 5.2,
  "e_lumo_ev": 0.8
}



(6)
{
  "formula": "H2N2O2S",
  "method": "the ωB97M-V functional and the def2-TZVPD basis",
  "elements": ["N", "N", "O", "O", "S", "H", "H"],
  "positions_angstrom": [[-0.28, 0.35, -0.49], [-0.85, -0.65, -0.04], [-1.44, -0.37, 1.20], [-0.96, -1.77, -0.48], [0.63, 0.20, -1.88], [-1.12, -1.02, 1.85], [1.31, 1.32, -1.59]],
  "nbo_charge": [-0.41, 0.53, -0.53, -0.44, 0.24, 0.49, 0.13],
  "e_homo_ha": -0.3411,
  "mol_weight_g_mol": 94.1,
  "total_charge": 0,
  "multiplicity": 1,
  "e_tot_ha": -659.22518,
  "e_above_lowest_kcal_mol": 49.4,
  "e_lumo_ev": 0.4
}



(7)
{
  "formula": "H2N2O3",
  "method": "the ωB97M-V functional and the def2-TZVPD basis",
  "elements": ["O", "N", "O", "N", "O", "H", "H"],
  "positions_angstrom": [[0.70, 1.45, -1.14], [0.37, 0.34, -0.77], [0.34, -0.66, -1.46], [0.12, 0.22, 0.57], [-0.80, -0.80, 0.81], [-0.41, 1.02, 0.84], [-0.32, -1.56, 1.16]],
  "nbo_charge": [-0.38, 0.60, -0.36, -0.18, -0.54, 0.37, 0.48],
  "e_homo_ha": -0.4205,
  "mol_weight_g_mol": 78.0,
  "total_charge": 0,
  "multiplicity": 1,
  "e_tot_ha": -336.25987,
  "e_above_lowest_kcal_mol": 3.3,
  "e_lumo_ev": 0.2
}



(8)
{
  "formula": "H2N2O3",
  "method": "the ωB97M-V functional and the def2-TZVPD basis",
  "elements": ["N", "N", "O", "O", "O", "H", "H"],
  "positions_angstrom": [[1.58, -0.17, -0.17], [0.63, -0.83, -0.13], [2.23, 0.62, 0.38], [-1.63, 0.49, -0.25], [-1.12, -0.05, 0.90], [0.19, -1.48, -0.70], [-1.88, 1.42, -0.02]],
  "nbo_charge": [0.39, -0.33, -0.31, -0.43, -0.20, 0.41, 0.46],
  "e_homo_ha": [-0.2956, -0.3742],
  "mol_weight_g_mol": 78.0,
  "total_charge": 0,
  "multiplicity": 1,
  "e_tot_ha": -336.13009,
  "e_above_lowest_kcal_mol": 84.7,
  "e_lumo_ev": [-0.5, 0.1]
}